[1]
DFT (ωB97M-V/def2-TZVPD) results for a 4-piece molecular cluster, C5H18NO5 overall at a distorted geometry.

Summary:
HOMO level (eV): -5.09
Relative energy (zero: lowest compared OMol25 entry of this formula, charge and spin) (eV): 3.100

Geometry as ORCA input:
```
! wB97M-V def2-TZVPD RIJCOSX def2/J DEFGRID3
* xyz -1 1
H 0.5963 0.7285 -2.8045
H 0.4199 -1.7133 2.8607
C 0.2294 1.6270 -0.8206
H 2.1513 -1.1386 1.0417
H -0.1203 -0.3443 -1.8525
H -1.8308 0.3527 1.4950
O -0.8184 -0.9086 0.1804
C 2.0419 -0.1619 -1.7225
H 2.6028 0.4368 -0.8708
O -3.1896 0.7419 -2.0799
H 0.2356 -1.0614 0.6408
C -1.3831 0.3436 0.4711
H 1.0800 2.2807 -0.6377
H -0.9185 -1.9070 2.2463
H 1.7761 -1.7244 -0.5561
O 2.0478 -1.4973 -1.5039
O -0.5124 -1.5401 3.0360
N 0.3280 1.4257 1.7764
C 0.6211 0.4557 -1.7389
H -0.4417 2.3701 -1.2476
C -0.4665 1.5845 0.5667
O 1.4600 -1.4606 1.3176
H -0.3222 1.2518 2.6418
H 0.7983 0.4333 1.7435
H -3.0572 -0.0784 -1.5579
H -1.0289 2.5783 0.6208
H -2.2063 0.3832 -0.2200
H 2.6604 -0.0396 -2.6540
H -2.8471 1.4372 -1.4618
*
```

Mulliken charges, unit e, in atom order: number 1, H, carries 0.56; number 2, H, carries 0.32; number 3, C, carries -1.19; number 4, H, carries 0.16; number 5, H, carries 0.29; number 6, H, carries 0.27; number 7, O, carries -0.63; number 8, C, carries -0.62; number 9, H, carries 0.23; number 10, O, carries -0.67; number 11, H, carries 0.32; number 12, C, carries -0.52; number 13, H, carries 0.41; number 14, H, carries 0.31; number 15, H, carries 0.39; number 16, O, carries -0.58; number 17, O, carries -0.68; number 18, N, carries -0.86; number 19, C, carries -0.37; number 20, H, carries 0.41; number 21, C, carries 0.32; number 22, O, carries -1.02; number 23, H, carries 0.35; number 24, H, carries 0.48; number 25, H, carries 0.45; number 26, H, carries 0.20; number 27, H, carries -0.06; number 28, H, carries 0.29; number 29, H, carries 0.43



[2]
DFT (ωB97M-V/def2-TZVPD) results for a 6-piece molecular cluster, C5H18O5 overall at a distorted geometry.

Summary:
HOMO level (eV): -9.20
Relative energy (zero: lowest compared OMol25 entry of this formula, charge and spin) (eV): 0.706

Geometry as ORCA input:
```
! wB97M-V def2-TZVPD RIJCOSX def2/J DEFGRID3
* xyz 0 1
H -2.2637 -1.8975 -1.3422
H -2.3452 3.2368 -0.1052
H -3.8685 -0.4367 1.3784
H 2.1990 1.2259 2.9909
O -0.5229 -0.9058 2.5481
C 1.7617 -0.2103 -1.5390
H -1.4771 2.3401 0.8175
H 0.6098 -1.2784 -2.9871
C 2.8199 0.5407 -1.2240
H -0.3823 1.2078 -0.9695
H 3.6189 0.8653 -1.8705
O -1.5641 3.2206 0.4474
C 1.6212 -0.9073 -2.8830
H -3.2269 -0.8765 -0.8088
O 1.9992 0.2904 2.9092
H 2.8273 -0.1409 3.1332
C -0.3790 0.2320 -0.4901
H 0.1122 -0.1720 2.5372
O -2.9529 -0.2856 1.1463
H -0.3561 -1.3856 3.3589
H 0.8971 -1.3264 0.1823
C 0.7015 -0.5455 -0.5436
H 1.6862 -0.1592 -3.6817
O -3.0368 -1.3899 -1.6091
H -1.1765 0.0658 0.2314
H -2.3184 -0.7757 1.6962
H 2.6354 1.1492 -0.3338
H 2.3810 -1.6812 -2.9897
*
```

Mulliken charges, unit e, in atom order: number 1, H, carries 0.31; number 2, H, carries 0.32; number 3, H, carries 0.30; number 4, H, carries 0.29; number 5, O, carries -0.62; number 6, C, carries 0.35; number 7, H, carries 0.31; number 8, H, carries 0.31; number 9, C, carries -0.83; number 10, H, carries 0.35; number 11, H, carries 0.36; number 12, O, carries -0.65; number 13, C, carries -1.21; number 14, H, carries 0.36; number 15, O, carries -0.60; number 16, H, carries 0.27; number 17, C, carries 0.03; number 18, H, carries 0.35; number 19, O, carries -0.67; number 20, H, carries 0.25; number 21, H, carries 0.45; number 22, C, carries -0.35; number 23, H, carries 0.33; number 24, O, carries -0.65; number 25, H, carries -0.25; number 26, H, carries 0.32; number 27, H, carries 0.23; number 28, H, carries 0.32



The following calculated total energy values (in eV) correspond, in order, to the records above: -17202.8738; -15712.8925.
The following HOMO-LUMO gap values (in eV) correspond, in order, to the records above: 8.575; 9.401.